Formula: C24H68O10
Source: the Open Molecules 2025 dataset
Level of theory: ωB97M-V with the def2-TZVPD basis set

Element x y z (Å)
C  -6.423  -23.687  10.794
C  -7.294  -24.846  11.217
C  -7.287  -25.932  10.132
O  -6.763  -25.489  12.390
H  -6.459  -22.837  11.484
H  -6.610  -23.305  9.792
H  -5.379  -24.010  10.844
H  -8.359  -24.645  11.374
H  -8.150  -26.591  10.206
H  -6.367  -26.523  10.147
H  -7.248  -25.487  9.133
H  -6.955  -24.839  13.091
C  -11.621  -24.922  14.290
C  -10.861  -23.922  13.424
C  -11.462  -23.965  12.007
O  -11.075  -22.615  13.965
H  -12.690  -24.697  14.331
H  -11.307  -24.962  15.338
H  -11.491  -25.947  13.931
H  -9.788  -24.097  13.440
H  -12.045  -23.060  11.828
H  -12.163  -24.790  11.869
H  -10.750  -23.998  11.180
H  -12.016  -22.439  14.044
C  -4.679  -27.472  17.351
C  -3.530  -26.626  17.868
C  -3.101  -27.082  19.250
O  -2.391  -26.626  17.029
H  -4.315  -28.486  17.155
H  -5.124  -27.140  16.407
H  -5.539  -27.519  18.022
H  -3.897  -25.591  17.911
H  -3.850  -26.881  20.015
H  -2.196  -26.528  19.500
H  -2.939  -28.161  19.244
H  -2.621  -26.357  16.135
C  -8.937  -28.598  13.299
C  -8.108  -29.109  14.460
C  -7.847  -28.029  15.496
O  -9.001  -30.054  15.144
H  -9.288  -29.463  12.730
H  -8.395  -27.915  12.644
H  -9.860  -28.148  13.671
H  -7.253  -29.732  14.196
H  -7.069  -27.369  15.083
H  -7.411  -28.447  16.401
H  -8.709  -27.397  15.699
H  -8.525  -30.847  15.422
C  -12.490  -28.032  16.762
C  -11.274  -27.956  17.646
C  -11.587  -27.922  19.141
O  -10.404  -29.060  17.464
H  -13.068  -28.941  16.957
H  -12.358  -27.899  15.688
H  -13.254  -27.294  17.040
H  -10.712  -27.018  17.499
H  -12.485  -27.309  19.301
H  -10.840  -27.405  19.738
H  -11.844  -28.914  19.510
H  -10.039  -29.032  16.568
C  -7.272  -33.227  11.821
C  -5.857  -33.114  12.401
C  -5.293  -31.727  12.196
O  -6.044  -33.297  13.831
H  -7.841  -32.441  12.321
H  -7.692  -34.194  12.083
H  -7.191  -33.018  10.757
H  -5.218  -33.939  12.084
H  -5.309  -31.377  11.160
H  -4.257  -31.704  12.547
H  -5.852  -30.948  12.716
H  -5.200  -33.109  14.260
C  -10.843  -33.223  13.566
C  -12.204  -32.772  14.138
C  -12.217  -31.301  14.521
O  -13.171  -32.930  13.085
H  -10.825  -34.309  13.508
H  -10.066  -32.941  14.285
H  -10.676  -32.671  12.643
H  -12.414  -33.356  15.033
H  -11.989  -30.558  13.749
H  -11.560  -31.067  15.364
H  -13.199  -30.958  14.865
H  -12.902  -32.320  12.392
C  -4.700  -28.291  13.232
O  -4.030  -27.185  12.671
H  -5.093  -28.049  14.223
H  -5.503  -28.636  12.570
H  -4.027  -29.141  13.344
H  -4.701  -26.516  12.483
C  -7.858  -24.158  15.769
O  -7.427  -23.700  14.494
H  -8.719  -23.611  16.156
H  -8.136  -25.207  15.675
H  -7.024  -24.139  16.477
H  -7.154  -22.781  14.560
C  -7.500  -33.682  16.741
O  -7.732  -32.605  15.844
H  -7.444  -34.597  16.139
H  -6.501  -33.562  17.176
H  -8.236  -33.809  17.527
H  -7.164  -32.705  15.063

Forces on the atoms, in the same order (eV/Å):
C 0.5 0.6 0.6
C 0.2 -1.7 -0.9
C 0.5 0.2 -0.5
O -0.4 0.8 0.1
H -0.3 -0.1 0.0
H -0.2 -0.1 0.0
H -0.1 -0.2 -0.2
H 0.2 0.7 0.2
H 0.1 -0.1 0.0
H -0.1 0.0 0.4
H -0.5 0.1 0.1
H 0.3 -0.4 0.4
C 0.4 -0.7 0.6
C -1.7 0.1 0.0
C -0.1 0.1 -0.6
O 0.9 0.3 0.3
H 0.0 0.0 -0.3
H 0.3 0.3 -0.1
H -0.1 0.1 -0.2
H 0.0 0.1 0.0
H 0.0 0.1 0.2
H 0.2 -0.1 0.1
H 0.2 -0.1 0.2
H -0.1 -0.2 -0.1
C -0.2 -0.6 -0.7
C -1.0 0.7 0.1
C 0.2 0.2 -0.2
O 0.4 -0.5 0.0
H -0.1 0.0 0.2
H 0.4 0.3 0.0
H 0.3 0.0 0.4
H 0.0 0.0 0.3
H -0.1 0.1 -0.1
H 0.1 -0.3 0.2
H 0.3 0.0 0.0
H -0.2 0.0 0.0
C 0.1 -0.6 -0.4
C -2.0 -0.8 1.5
C 1.8 0.4 -0.9
O -0.1 0.3 -0.5
H 0.2 0.1 -0.2
H 0.0 0.1 0.1
H 0.2 0.3 0.2
H 0.4 0.7 -0.3
H -0.2 0.2 0.1
H -0.3 -0.1 0.1
H -0.2 -0.3 0.1
H 0.1 -0.1 0.2
C -1.6 0.2 0.3
C 0.9 0.3 0.9
C -1.4 0.5 -0.2
O 0.0 0.2 -0.2
H 0.5 -0.4 -0.2
H 0.5 -0.2 0.0
H 0.4 0.4 0.1
H -0.1 0.0 -0.6
H 0.0 -0.1 -0.1
H 0.4 -0.5 -0.1
H 0.3 -0.1 0.1
H 0.1 -0.4 0.0
C 1.1 0.4 0.5
C -1.3 0.3 0.7
C 0.7 0.2 -0.5
O 0.4 -0.1 0.0
H -0.3 0.0 -0.2
H -0.2 -0.1 -0.4
H -0.4 -0.3 -0.1
H 0.2 0.3 -0.4
H 0.2 -0.4 -0.1
H 0.0 0.2 -0.1
H -0.2 -0.4 0.4
H 0.0 -0.1 0.0
C -0.3 0.5 1.5
C 0.9 1.2 -1.4
C -0.1 0.9 1.2
O -0.5 -0.8 0.7
H 0.0 0.0 -0.6
H 0.1 0.0 -0.2
H 0.2 -0.4 -0.2
H -0.7 -0.3 -0.3
H 0.4 -0.6 -0.4
H 0.2 -0.2 -0.2
H -0.2 -0.5 0.0
H 0.0 0.0 0.0
C -0.2 -0.1 -0.1
O 0.2 0.0 0.0
H -0.2 -0.1 0.0
H -0.2 0.1 0.2
H 0.3 0.2 0.0
H -0.1 0.0 0.0
C 0.3 -0.4 0.3
O -0.1 0.0 -0.1
H 0.1 0.2 -0.1
H -0.1 0.1 -0.2
H -0.1 0.2 0.1
H 0.0 0.0 0.0
C 1.3 -0.4 -1.1
O -0.8 0.6 0.4
H -0.2 -0.2 0.3
H -0.2 0.0 0.4
H -0.3 0.5 -0.2
H -0.1 -0.4 0.1

Values from the calculation:
Spin multiplicity: 1
Highest occupied orbital energy (eV): -9.73
Relative energy (zero: lowest compared OMol25 entry of this formula, charge and spin) (kJ/mol): 288.1
Total charge: 0
F_max (eV/Å): 2.7

Formula: C24H68O10
Source: the Open Molecules 2025 dataset
Level of theory: ωB97M-V with the def2-TZVPD basis set

Element x y z (Å)
C  -24.133  10.774  2.160
C  -23.469  9.705  1.347
C  -23.736  9.826  -0.167
O  -22.051  9.582  1.556
H  -23.787  11.740  1.700
H  -23.764  10.841  3.148
H  -25.202  10.714  2.207
H  -23.833  8.744  1.654
H  -23.281  8.930  -0.550
H  -23.258  10.732  -0.489
H  -24.768  9.787  -0.332
H  -21.700  10.200  2.192
C  -13.895  6.282  -2.819
C  -14.771  6.852  -1.706
C  -15.349  8.113  -2.296
O  -15.825  5.953  -1.299
H  -13.290  5.444  -2.395
H  -13.206  7.035  -3.176
H  -14.536  6.006  -3.719
H  -14.255  7.051  -0.832
H  -16.059  8.630  -1.681
H  -15.852  7.942  -3.256
H  -14.491  8.746  -2.383
H  -15.943  5.210  -1.886
C  -16.574  13.126  4.882
C  -16.335  12.959  3.358
C  -14.851  12.555  3.149
O  -17.269  11.962  2.913
H  -16.013  12.331  5.437
H  -17.661  13.231  5.136
H  -15.916  14.021  5.192
H  -16.615  13.894  2.897
H  -14.084  13.186  3.592
H  -14.680  12.377  2.081
H  -14.689  11.562  3.538
H  -17.398  11.847  1.998
C  -14.455  2.461  0.691
C  -15.505  3.525  0.965
C  -16.238  3.241  2.262
O  -14.994  4.843  1.168
H  -14.039  2.416  -0.345
H  -14.882  1.495  0.961
H  -13.594  2.592  1.328
H  -16.200  3.584  0.118
H  -16.727  2.309  2.298
H  -17.000  4.012  2.341
H  -15.564  3.439  3.080
H  -14.767  5.255  0.354
C  -16.045  7.748  4.499
C  -14.759  8.639  4.764
C  -13.939  8.219  5.909
O  -13.933  8.540  3.592
H  -16.511  7.563  5.390
H  -15.604  6.761  4.147
H  -16.730  8.177  3.808
H  -14.995  9.676  4.767
H  -14.337  8.409  6.899
H  -12.962  8.648  5.979
H  -13.924  7.044  5.874
H  -14.452  8.676  2.815
C  -15.257  11.450  -2.891
C  -16.344  12.538  -2.664
C  -17.137  12.578  -3.924
O  -17.128  12.421  -1.478
H  -15.704  10.492  -3.113
H  -14.518  11.429  -2.033
H  -14.687  11.823  -3.736
H  -15.775  13.514  -2.523
H  -17.754  13.470  -3.965
H  -17.786  11.717  -3.967
H  -16.616  12.589  -4.846
H  -17.464  11.531  -1.296
C  -21.603  6.351  -0.231
C  -20.270  7.020  0.307
C  -19.035  6.197  -0.050
O  -20.075  8.452  -0.005
H  -21.674  6.265  -1.293
H  -22.533  6.791  0.162
H  -21.540  5.374  0.245
H  -20.456  7.009  1.354
H  -18.959  6.167  -1.132
H  -18.937  5.260  0.455
H  -18.148  6.759  0.253
H  -20.864  8.947  0.410
C  -16.491  9.606  1.029
O  -17.609  10.351  0.664
H  -16.025  9.978  1.987
H  -16.585  8.493  1.215
H  -15.760  9.594  0.202
H  -18.402  9.825  0.531
C  -19.450  9.565  3.891
O  -20.149  10.664  3.238
H  -18.690  9.151  3.256
H  -18.884  9.926  4.744
H  -20.261  8.868  4.087
H  -19.510  11.395  3.077
C  -19.751  9.320  -3.422
O  -18.909  9.372  -2.199
H  -20.795  9.397  -3.068
H  -19.567  10.234  -3.957
H  -19.612  8.441  -4.014
H  -19.495  8.993  -1.520

Forces on the atoms, in the same order (eV/Å):
C 1.4 1.8 -1.3
C 0.0 -0.8 -0.4
C 1.6 -0.5 2.1
O -0.6 -0.1 -0.8
H -0.8 -0.5 0.3
H 0.4 -0.3 1.3
H -0.5 -0.1 -0.3
H -0.6 -0.6 0.2
H 0.3 -0.1 -0.8
H 0.1 0.4 -0.6
H -1.6 0.2 -0.5
H 0.5 0.6 0.6
C -0.1 -1.2 0.3
C -2.1 -0.7 -2.9
C -0.3 -0.1 0.3
O 0.2 0.2 0.4
H -0.5 0.3 -0.8
H 0.2 0.2 0.0
H 0.8 0.0 1.3
H 1.4 0.5 1.7
H -0.5 0.1 0.5
H 0.4 0.0 0.1
H 0.3 0.8 -0.5
H 0.2 -0.1 -0.5
C 1.6 0.8 0.1
C 0.0 -0.5 1.3
C -1.0 -0.6 -1.2
O 0.3 0.0 2.7
H -1.1 0.1 -0.4
H 1.2 -0.1 0.0
H -1.5 -0.8 -0.4
H 0.3 0.4 -0.4
H -0.3 0.4 -0.1
H 0.2 0.6 0.0
H -0.2 -0.4 0.6
H 0.3 0.1 -2.2
C 0.4 -0.1 -0.6
C 0.1 0.4 -0.1
C -0.1 1.7 -0.6
O 0.3 -0.7 1.4
H -0.6 0.1 0.6
H 0.0 -0.2 -0.3
H 0.3 0.2 0.4
H -0.2 -0.2 0.1
H -0.3 -1.3 0.1
H -0.2 0.1 0.1
H 0.3 -0.4 0.4
H -0.1 0.3 -1.2
C 3.8 -0.5 -0.8
C -1.3 -0.4 -2.3
C -0.3 -3.3 1.2
O 1.2 -0.5 0.7
H -1.5 -0.4 2.4
H -0.8 1.1 0.1
H -0.4 0.3 -0.7
H -0.7 1.0 0.7
H -0.8 0.3 0.0
H 0.8 0.1 -0.6
H 0.6 2.1 0.0
H -0.7 0.1 -0.7
C 0.5 1.3 1.6
C 2.0 0.2 0.5
C -1.8 0.7 0.2
O 0.2 0.2 -0.3
H 0.0 -0.2 0.1
H -1.0 -0.4 -0.7
H 0.1 -0.3 -0.3
H -0.8 -1.0 -0.1
H -0.4 0.1 0.2
H -0.4 -0.4 0.1
H 1.2 -0.1 -0.7
H 0.2 -0.1 -0.4
C 1.0 0.7 1.3
C -1.4 0.2 -0.4
C 0.3 2.2 -0.3
O -1.4 -0.7 0.4
H 0.1 -0.1 -0.8
H 0.5 0.2 -0.1
H -0.2 -0.4 -0.3
H 0.3 -0.1 1.2
H 0.0 -0.6 -0.2
H -0.5 -0.8 0.0
H 0.0 0.1 0.1
H 1.2 -0.8 -0.4
C 1.7 -1.7 0.6
O -0.4 0.4 0.1
H -0.5 0.1 -1.1
H -0.9 1.0 -0.2
H 0.0 0.5 0.4
H -0.1 -0.5 0.0
C -0.6 1.3 -0.6
O 1.0 0.4 0.1
H 0.1 -0.5 -0.7
H -0.4 -0.1 0.6
H 0.4 -0.3 0.4
H -0.4 -0.8 0.2
C 0.0 1.1 2.7
O -0.9 -0.3 -1.9
H 0.2 -0.3 -0.4
H 0.3 0.2 -0.6
H 0.3 -0.6 -0.3
H 0.4 0.0 0.3

Values from the calculation:
Spin multiplicity: 1
Highest occupied orbital energy (eV): -9.66
Relative energy (zero: lowest compared OMol25 entry of this formula, charge and spin) (kJ/mol): 402.6
Total charge: 0
F_max (eV/Å): 3.9